A 2-piece molecular cluster, CH2N4 overall at a distorted geometry. Source: the Open Molecules 2025 dataset; level of theory: wB97M-V/def2-TZVPD.

Its SMILES is C1N=N1.N#N. The total charge is 0. For the energy relative to the best compared isomer or geometry (same formula, charge and spin), the calculation gives 53.6 kcal per mole. The gap between HOMO and LUMO is 0.4058 Eh.

Geometry (Å):
C -0.298 0.948 -0.863
N 0.882 -2.107 1.587
N -0.045 -1.596 1.894
N 0.807 0.348 -0.224
N -0.242 0.108 0.318
H -0.562 1.972 -0.957
H -0.541 0.327 -1.755